# 1
The following is a quantum chemistry calculation of a 9-piece molecular cluster, C17H29Cl15O4 overall, from the OMol25 dataset.

The value obtained for the largest force on an atom is 3.5 eV/Å. The value obtained for the LUMO energy is 0.02 eV. The SMILES is ClC(Cl)Cl.ClC(Cl)Cl.ClC(Cl)Cl.ClC(Cl)Cl.ClC(Cl)Cl.CC(C)=O.CC(C)=O.CC(C)=O.CC(C)=O. The value obtained for the calculated total energy is -214123.2100 eV.

Atoms and positions in Å:
Cl1 0.1595 0.2699 -5.3561
Cl2 -2.7331 -5.0184 3.6986
Cl3 6.2110 5.1766 -1.7151
Cl4 0.7706 -2.4543 -6.4979
Cl5 7.8448 5.2685 -4.1836
Cl6 0.0306 -5.9031 3.6296
Cl7 -4.8605 9.4219 4.6092
Cl8 2.8932 -0.4929 -6.3338
Cl9 -1.9045 -7.4630 5.2456
Cl10 4.1904 6.4047 4.2990
Cl11 6.5559 7.6601 3.2405
Cl12 6.8130 7.6838 -3.0899
Cl13 -2.1899 8.1836 4.0530
Cl14 3.9658 8.4724 2.3038
Cl15 -3.5495 9.8865 2.0011
O1 -8.2017 2.5628 1.7935
O2 0.1993 -0.0812 0.6962
O3 4.1379 -5.8200 -1.7674
O4 -5.2560 -5.4108 -4.1635
C1 -6.1163 1.5210 1.4812
C2 -3.1831 -5.5257 -3.1513
C3 -3.2858 9.5721 3.7759
C4 1.3741 -1.0456 -5.5623
C5 1.1923 0.6035 1.0126
C6 -1.6479 -6.4050 3.7969
C7 -4.3361 -3.2601 -3.6380
C8 1.0346 2.0796 1.2665
C9 5.1596 -6.7079 0.1880
C10 -4.3551 -4.7901 -3.6405
C11 -6.9838 2.7162 1.7071
C12 7.4458 6.0868 -2.6164
C13 3.3880 -8.0099 -1.1551
C14 -6.3437 4.1130 1.6775
C15 2.5496 -0.0307 0.9305
C16 4.3487 -6.7721 -1.0500
C17 4.8864 7.8867 3.7075
H1 5.1172 -7.5859 0.8325
H2 3.9772 -8.8874 -0.8886
H3 -5.3723 -2.9227 -3.6621
H4 -5.4804 1.3065 2.3402
H5 3.3809 0.6735 0.9624
H6 1.7317 -1.3580 -4.5812
H7 -5.2949 4.0947 1.3814
H8 8.2976 6.1598 -1.9401
H9 1.9245 2.4555 0.7617
H10 6.1875 -6.5841 -0.1529
H11 2.9770 -8.1061 -2.1601
H12 4.8916 8.6262 4.5082
H13 2.6573 -7.6932 -0.4109
H14 -6.4210 4.6724 2.6098
H15 -2.3619 -5.4986 -3.8676
H16 2.5571 -0.7056 0.0745
H17 -2.9107 -5.2707 -2.1272
H18 -3.8291 -2.8057 -2.7868
H19 -3.3958 -6.5898 -3.0487
H20 -6.7897 4.7308 0.8981
H21 4.8453 -5.8582 0.7940
H22 -5.4523 1.6973 0.6349
H23 -1.8366 -6.9777 2.8888
H24 0.1135 2.4253 0.7973
H25 -6.6217 0.5839 1.2476
H26 2.6090 -0.7605 1.7379
H27 0.9906 2.2866 2.3358
H28 -2.8369 10.4713 4.1980
H29 -3.8584 -2.9585 -4.5701

Forces on the atoms, in the same order (eV/Å):
Cl 0.734 -0.892 -0.283
Cl 0.028 -0.156 0.421
Cl 0.253 0.115 -0.232
Cl -0.058 0.754 0.633
Cl 0.142 0.051 1.086
Cl 0.144 0.071 0.341
Cl 0.585 -0.264 -0.323
Cl -0.519 0.255 0.020
Cl 0.085 0.831 -0.888
Cl -0.201 -0.373 0.279
Cl 0.515 -0.110 -0.066
Cl 0.287 -0.168 0.571
Cl -0.691 0.653 -0.171
Cl -0.002 0.129 0.315
Cl 0.245 -0.340 1.128
O 1.652 0.644 0.154
O 1.904 1.225 0.903
O 0.939 -0.129 0.036
O -0.234 0.495 0.169
C 0.879 -0.559 -0.250
C 0.783 -1.439 1.067
C -0.261 0.285 -0.391
C 0.504 0.005 -0.212
C -2.837 -1.551 -1.460
C -0.079 -0.532 -0.395
C -0.536 -0.549 0.114
C 0.317 -0.753 -0.314
C 0.979 0.005 0.360
C -0.640 0.297 -0.874
C -2.076 -0.025 -0.383
C -0.710 -0.140 -0.847
C 1.903 1.076 -0.334
C 0.337 -0.113 -0.346
C -0.132 -0.464 0.423
C -3.132 -0.467 -0.413
C -0.014 0.433 -0.251
H -0.118 -0.133 -0.308
H -0.548 -0.220 0.262
H 0.069 0.062 -0.071
H 0.145 0.254 0.122
H -0.025 -0.223 -0.054
H -0.670 -0.133 -0.146
H 0.141 -0.335 0.302
H 0.022 0.146 -0.567
H -0.121 0.929 0.402
H 0.208 0.241 0.366
H -0.111 0.132 0.237
H -0.299 -0.086 -0.288
H -0.304 -0.682 0.025
H -0.190 -0.279 0.096
H 0.240 0.553 0.241
H 0.147 0.437 -0.339
H 0.500 0.666 -0.222
H 0.150 -0.175 -0.094
H -0.443 -0.039 -0.361
H -0.518 -0.169 0.079
H 0.177 0.187 -0.227
H 0.217 0.220 0.034
H -0.174 -0.214 0.516
H 0.148 -0.030 0.045
H -0.579 0.365 0.192
H 0.230 0.238 0.426
H 0.366 0.193 -0.042
H 0.123 -0.342 -0.246
H 0.125 0.137 0.032

Mulliken population analysis, charges in e, atoms 1 to 8: -0.114, -0.105, -0.106, -0.114, -0.123, -0.110, -0.112, -0.127

# 2
The following is a quantum chemistry calculation of a 2-piece molecular cluster, C2H9NO2 overall, from the OMol25 dataset.

The value obtained for the largest force on an atom is 1.7 eV/Å. The energy above the lowest of the compared OMol25 structures with the same formula, charge and spin is 0.3059 eV. The value obtained for the LUMO energy is 0.78 eV. The SMILES is CNCO.O. The value obtained for the calculated total energy is -7804.4199 eV.

Atoms and positions in Å:
O1 -1.3036 0.2346 -2.7256
O2 0.3402 0.8533 -0.7654
N1 0.4404 -0.9188 0.7020
C1 -0.4510 -0.4122 1.7468
C2 1.2554 0.0880 0.0902
H1 -0.8456 -1.2355 2.3266
H2 2.1158 -0.3198 -0.4504
H3 0.2311 0.2086 2.3314
H4 0.0886 -1.5507 -0.0003
H5 0.7086 1.6370 -1.1576
H6 -1.2984 0.1764 1.3859
H7 -0.6433 0.2094 -2.0067
H8 -2.1808 0.2477 -2.3557
H9 1.5425 0.7819 0.8788

Forces on the atoms, in the same order (eV/Å):
O 0.438 -0.232 -0.722
O 0.339 -0.726 0.235
N 1.209 0.141 -0.187
C 0.459 -0.153 -0.813
C -1.658 0.326 0.442
H 0.085 -0.138 0.279
H -0.325 0.070 -0.096
H -0.573 0.014 0.465
H -0.435 -0.065 0.213
H 0.575 0.518 -0.158
H 0.095 0.156 -0.067
H -0.586 0.191 0.006
H -0.194 0.003 0.398
H 0.570 -0.105 0.004

Mulliken population analysis, charges in e, atoms 1 to 8: -0.683, -0.569, -0.341, -0.717, -0.276, 0.295, 0.285, 0.278

# 3
The following is a quantum chemistry calculation of C2H3N3O3 as an isolated structure, from the OMol25 dataset.

The value obtained for the largest force on an atom is 6.3 eV/Å. The energy above the lowest of the compared OMol25 structures with the same formula, charge and spin is 8.1671 eV. The value obtained for the LUMO energy is -3.28 eV. The value obtained for the calculated total energy is -12725.7907 eV.

Atoms and positions in Å:
O1 -1.9186 1.0184 -0.5371
O2 1.4535 -1.9196 0.5205
O3 -1.0537 -0.4193 1.4402
N1 -0.4580 -0.5961 0.0776
N2 0.3947 0.9233 -1.2699
N3 1.3708 -0.1383 -1.0995
C1 1.0127 -0.8992 -0.1289
C2 -0.6370 0.5584 -0.6242
H1 2.3199 -2.0337 0.2727
H2 -1.1870 2.6817 -0.2467
H3 -1.2972 0.8244 1.5952

Forces on the atoms, in the same order (eV/Å):
O 3.569 4.796 0.528
O -1.981 -0.406 1.012
O 0.054 3.977 -0.714
N 0.995 -0.274 3.134
N 0.643 -0.406 -0.991
N 0.865 0.475 0.951
C -5.514 2.881 -1.002
C -1.508 -1.102 -0.165
H 3.647 -0.850 -0.759
H -1.976 -3.486 -0.956
H 1.206 -5.605 -1.038

Mulliken population analysis, charges in e, atoms 1 to 8: -0.517, -0.402, -0.453, 0.155, -0.368, -0.396, 0.374, 0.467

# 4
The following is a quantum chemistry calculation of CH4N2O2 in the gas phase, from the OMol25 dataset.

The value obtained for the largest force on an atom is 3.0 eV/Å. The energy above the lowest of the compared OMol25 structures with the same formula, charge and spin is 3.3763 eV. The value obtained for the LUMO energy is 0.83 eV. The SMILES is NONC=O. The value obtained for the calculated total energy is -8173.3092 eV.

Atoms and positions in Å:
O1 -0.8060 -2.1029 -0.6256
O2 0.7715 -0.0799 -0.1296
N1 1.1981 1.2911 -0.3707
N2 -0.5860 -0.0302 0.3015
C1 -1.2736 -1.1877 0.0529
H1 -2.2935 -1.0880 0.4558
H2 -0.5362 0.4096 1.2070
H3 1.8295 1.5008 0.4589
H4 1.6962 1.2872 -1.3502

Forces on the atoms, in the same order (eV/Å):
O -1.434 1.429 1.239
O 0.148 0.779 -0.224
N 0.843 -0.468 -0.552
N 1.549 0.500 -0.506
C 1.297 -1.093 -1.223
H -0.003 -0.472 0.045
H -0.897 -0.096 0.296
H -0.536 -0.387 -1.929
H -0.967 -0.191 2.856

Mulliken population analysis, charges in e, atoms 1 to 8: -0.511, -0.194, -0.429, -0.082, 0.099, 0.315, 0.267, 0.261

# 5
The following is a quantum chemistry calculation of C4H6CsO3 as an isolated structure, from the OMol25 dataset.

The value obtained for the largest force on an atom is 6.1 eV/Å. The energy above the lowest of the compared OMol25 structures with the same formula, charge and spin is 1.4171 eV. The value obtained for the LUMO energy is -4.02 eV. The value obtained for the calculated total energy is -10929.8136 eV. The charge is +1.

Atoms and positions in Å:
Cs1 1.6290 -0.0157 3.1858
O1 -0.1134 -1.9225 -0.0493
O2 -1.4247 -0.1172 -0.0230
O3 -2.0914 -1.9623 1.0193
C1 -1.2698 -1.3401 0.3533
C2 0.6362 -0.9083 -0.6174
C3 0.1909 1.6090 -0.0908
C4 -0.3046 0.3209 -0.7807
H1 1.4904 -0.6824 0.0209
H2 -0.6926 0.3752 -1.7979
H3 1.0078 -1.1176 -1.6205
H4 -0.6260 2.2228 0.2886
H5 0.8663 2.1810 -0.7270
H6 0.7018 1.3571 0.8386

Forces on the atoms, in the same order (eV/Å):
Cs -0.050 -0.171 0.190
O -0.473 0.337 -0.016
O -0.377 1.368 -0.084
O 1.885 1.424 -1.274
C -3.235 -4.309 2.789
C 1.222 1.674 -1.583
C -0.125 -0.312 -0.482
C 0.222 0.029 1.015
H 0.203 0.102 0.041
H 0.497 0.648 -0.072
H 0.158 -0.686 0.204
H -0.220 0.086 -0.692
H -0.078 0.073 0.121
H 0.373 -0.263 -0.158

Mulliken population analysis, charges in e, atoms 1 to 8: 1.046, -0.265, -0.291, -0.553, 0.606, -0.424, -0.810, 0.336

# 6
The following is a quantum chemistry calculation of an isolated ion of composition C3H5N2S and charge +1, from the OMol25 dataset.

The value obtained for the largest force on an atom is 4.9 eV/Å. The energy above the lowest of the compared OMol25 structures with the same formula, charge and spin is 5.4077 eV. The value obtained for the LUMO energy is -6.83 eV. The value obtained for the calculated total energy is -16994.8569 eV. The charge is +1.

Atoms and positions in Å:
S1 -1.4398 2.0192 0.6830
N1 -0.6436 1.8948 1.9133
N2 0.7407 0.2812 1.3461
C1 -0.8244 0.6567 -0.4025
C2 0.8936 -1.2650 -0.3708
C3 0.3128 0.0539 0.2494
H1 -1.5562 -0.2292 -0.6771
H2 -0.5166 1.0472 -1.4951
H3 0.1474 -1.9775 -0.0047
H4 1.9205 -1.3476 0.1271
H5 0.9656 -1.1337 -1.3687

Forces on the atoms, in the same order (eV/Å):
S -0.839 -0.302 -1.029
N 1.880 -1.182 0.487
N 0.174 1.820 2.915
C -1.269 -0.616 -4.312
C 1.264 0.468 4.671
C -0.505 -0.909 -1.241
H 0.790 1.999 0.767
H -0.679 -0.515 2.369
H 0.560 -0.348 -0.426
H -1.537 -0.565 -0.936
H 0.161 0.150 -3.265

Mulliken population analysis, charges in e, atoms 1 to 8: 0.405, -0.155, -0.291, -0.556, -0.995, 0.724, 0.389, 0.396

# 7
The following is a quantum chemistry calculation of C4H7N3O in the gas phase, from the OMol25 dataset.

The value obtained for the largest force on an atom is 3.4 eV/Å. The energy above the lowest of the compared OMol25 structures with the same formula, charge and spin is 5.8231 eV. The value obtained for the LUMO energy is 0.80 eV. The SMILES is N[C@H]1[C@H]2NC=NO[C@H]12. The value obtained for the calculated total energy is -10773.9242 eV.

Atoms and positions in Å:
O1 -1.5085 1.3505 0.2385
N1 -0.4770 -2.4072 -0.1806
N2 -0.4318 2.3695 -0.0920
N3 1.3735 0.7217 -0.4320
C1 0.7784 1.9707 -0.3716
C2 0.4507 -0.0204 0.4984
C3 -0.5019 -1.2199 0.5469
C4 -0.8950 0.1504 -0.1744
H1 -1.1857 -3.1452 0.0038
H2 -1.0604 -1.3207 1.4855
H3 1.4528 2.7495 -0.6468
H4 0.5183 0.4864 1.5356
H5 2.3484 0.6342 -0.0719
H6 -0.8538 0.0956 -1.2968
H7 -0.0080 -2.4152 -1.0426

Forces on the atoms, in the same order (eV/Å):
O 2.075 0.451 -0.692
N -0.588 -1.328 1.230
N -0.077 -0.666 0.068
N 0.303 -2.720 2.051
C -1.156 0.572 0.000
C -0.184 1.031 0.387
C -1.675 1.559 -0.836
C 0.142 -0.650 0.585
H 1.000 1.296 -0.397
H 0.935 0.061 0.016
H 0.117 0.874 -0.079
H -0.441 -0.975 -1.666
H -0.924 0.821 -0.758
H 0.171 -0.192 1.142
H 0.301 -0.135 -1.052

Mulliken population analysis, charges in e, atoms 1 to 8: -0.294, -0.465, -0.398, -0.415, 0.057, -0.174, -0.292, 0.091

# 8
The following is a quantum chemistry calculation of C7H13N5O in the gas phase, from the OMol25 dataset.

The value obtained for the largest force on an atom is 2.2 eV/Å. The energy above the lowest of the compared OMol25 structures with the same formula, charge and spin is 0.0000 eV. The value obtained for the LUMO energy is 0.63 eV. The SMILES is CCNC(=O)Nn1c(C)nnc1C. The value obtained for the calculated total energy is -16967.2294 eV.

Atoms and positions in Å:
O1 -2.6729 -1.1560 -1.1120
N1 2.1224 -0.7863 1.0125
N2 -1.9184 0.4934 0.3110
N3 0.6226 -0.4711 -0.4942
N4 2.5017 0.2692 0.2337
N5 -0.5006 -0.5923 -1.3303
C1 -0.6995 1.9030 1.8953
C2 0.9973 -1.2495 0.5742
C3 -1.7842 -0.4076 -0.7704
C4 -1.3744 1.8162 0.5579
C5 1.5899 0.4788 -0.6754
C6 0.2006 -2.3092 1.2767
C7 1.7495 1.4569 -1.7837
H1 2.5027 2.1807 -1.5126
H2 0.3502 1.5334 1.8361
H3 -0.4535 -1.5417 -1.7538
H4 -0.7205 2.1593 -0.2481
H5 -0.6750 -2.5647 0.7333
H6 -0.0710 -1.9679 2.2696
H7 0.7475 -3.2379 1.4030
H8 1.9445 0.9129 -2.6932
H9 0.8020 1.9941 -1.9348
H10 -1.2763 1.4139 2.6767
H11 -0.5817 2.9935 2.1765
H12 -2.2420 2.5377 0.6050
H13 -2.8129 0.3130 0.7610

Forces on the atoms, in the same order (eV/Å):
O -0.081 0.388 -0.086
N 0.415 -0.131 0.319
N -0.357 -1.479 -1.398
N -1.206 0.590 -0.897
N 0.318 0.523 -0.027
N 0.762 -1.115 0.008
C 1.688 1.402 0.361
C -0.120 0.174 0.500
C 0.046 0.146 1.879
C -1.119 0.962 -0.031
C 0.952 -0.687 0.751
C 0.570 0.216 -0.187
C -1.606 -0.056 0.440
H 0.365 -0.089 -0.096
H -0.788 -0.189 0.283
H -0.468 1.186 0.067
H -0.124 -0.261 0.048
H -0.981 -0.090 -0.463
H -0.115 0.158 0.066
H 0.389 0.058 -0.080
H 0.380 0.063 -0.443
H 0.233 -0.053 -0.100
H 0.111 -0.118 0.019
H -0.251 -1.099 -0.213
H 0.727 -0.661 -0.422
H 0.259 0.162 -0.299

Mulliken population analysis, charges in e, atoms 1 to 8: -0.622, -0.567, -0.095, 0.541, -0.570, -0.798, -1.104, 0.884